# 1
Formula: C52H47GeLaN9O9
Source: the Open Molecules 2025 dataset
Level of theory: ωB97M-V/def2-TZVPD

Positions of all 119 atoms, in Å:
1 La 1.983 -0.388 1.864
2 O -0.333 2.226 7.656
3 C 0.096 1.743 6.473
4 C -0.498 2.028 5.243
5 C 0.054 1.520 4.123
6 N 1.123 0.704 4.138
7 C 1.708 0.453 5.289
8 C 1.174 0.909 6.508
9 C 2.968 -0.430 5.194
10 O 3.601 -0.577 6.213
11 O 3.178 -0.914 4.013
12 C -0.544 1.768 2.776
13 O -1.233 2.771 2.610
14 O -0.329 0.851 1.951
15 H -1.115 2.707 7.471
16 H -1.366 2.658 5.175
17 H 1.677 0.629 7.395
18 C -1.710 -5.302 2.540
19 N -1.311 -3.915 2.386
20 C -0.103 -3.384 2.416
21 N -0.212 -2.073 2.444
22 C -1.510 -1.864 2.341
23 N -2.220 -2.969 2.264
24 C -1.000 -6.216 1.567
25 C -0.747 -7.557 1.949
26 C -0.208 -8.464 1.028
27 C 0.090 -8.037 -0.249
28 C -0.138 -6.740 -0.630
29 C -0.626 -5.794 0.297
30 C 0.224 -6.313 -1.995
31 N 0.926 -6.981 -2.827
32 N 1.147 -6.108 -3.948
33 C 0.516 -5.026 -3.644
34 O -0.097 -5.080 -2.413
35 C 0.446 -3.750 -4.299
36 C 0.910 -3.630 -5.618
37 C 0.835 -2.451 -6.288
38 C 0.281 -1.331 -5.694
39 C -0.171 -1.391 -4.392
40 C -0.633 -0.142 -3.697
41 N 0.347 0.230 -2.718
42 C 0.263 0.059 -1.424
43 N 1.430 0.124 -0.848
44 C 2.278 0.369 -1.900
45 N 1.654 0.399 -3.087
46 C -0.053 -2.609 -3.677
47 H -2.771 -5.319 2.435
48 H -1.543 -5.631 3.601
49 H 0.855 -3.948 2.450
50 H -1.953 -0.855 2.303
51 H -1.029 -7.847 2.914
52 H -0.035 -9.483 1.301
53 H 0.384 -8.805 -0.947
54 H -0.813 -4.787 -0.014
55 H 1.315 -4.518 -6.100
56 H 1.202 -2.330 -7.312
57 H 0.276 -0.377 -6.194
58 H -1.566 -0.306 -3.166
59 H -0.734 0.652 -4.431
60 H -0.703 -0.060 -0.925
61 H 3.297 0.667 -1.789
62 H -0.293 -2.653 -2.600
63 O 3.665 3.269 -0.076
64 C 2.771 2.968 0.710
65 O 2.713 1.888 1.395
66 C 1.577 3.880 0.841
67 C 0.585 3.235 -0.163
68 Ge -1.080 4.295 -0.536
69 C -2.575 2.980 -0.699
70 C -3.281 2.492 0.428
71 C -4.200 1.479 0.328
72 C -4.499 0.940 -0.912
73 C -3.892 1.455 -2.019
74 C -2.940 2.483 -1.948
75 C -1.455 5.749 0.757
76 C -2.729 5.944 1.279
77 C -3.018 6.997 2.139
78 C -1.997 7.809 2.596
79 C -0.708 7.623 2.097
80 C -0.437 6.630 1.196
81 C -0.976 5.175 -2.340
82 C -2.130 5.621 -2.976
83 C -2.053 6.255 -4.249
84 C -0.857 6.381 -4.871
85 C 0.314 5.970 -4.218
86 C 0.264 5.349 -2.994
87 H 1.829 4.913 0.517
88 H 1.155 3.873 1.841
89 H 0.189 2.331 0.241
90 H 1.135 2.995 -1.111
91 H -3.032 2.814 1.471
92 H -4.691 1.159 1.217
93 H -5.211 0.141 -1.001
94 H -4.105 1.087 -3.024
95 H -2.490 2.800 -2.909
96 H -3.546 5.246 0.952
97 H -4.037 7.038 2.433
98 H -2.164 8.590 3.302
99 H 0.145 8.208 2.437
100 H 0.591 6.527 0.822
101 H -3.078 5.558 -2.498
102 H -2.953 6.688 -4.762
103 H -0.778 6.900 -5.832
104 H 1.238 6.150 -4.729
105 H 1.177 5.056 -2.540
106 C 4.680 -3.152 0.045
107 C 3.210 -3.374 0.336
108 C 2.475 -3.634 -0.964
109 C 3.043 -4.648 1.194
110 O 2.689 -2.293 1.018
111 H 5.162 -3.214 0.995
112 H 4.739 -2.113 -0.344
113 H 5.073 -3.864 -0.660
114 H 2.861 -4.496 -1.516
115 H 2.589 -2.835 -1.655
116 H 1.392 -3.694 -0.775
117 H 3.858 -5.306 0.990
118 H 2.051 -5.105 1.025
119 H 3.106 -4.326 2.222

Total charge: -1
HOMO in Eh: -0.2234
LUMO level in eV: 1.390
2S+1: 1



# 2
Formula: CuH12O6
Source: the Open Molecules 2025 dataset
Level of theory: ωB97M-V/def2-TZVPD

Positions of all 19 atoms, in Å:
1 Cu -0.037 0.039 0.036
2 O 1.346 -1.138 -1.107
3 H 1.555 -1.087 -2.075
4 H 2.141 -0.938 -0.636
5 O 1.468 1.412 0.287
6 H 2.056 1.661 1.008
7 H 1.963 1.633 -0.514
8 O 0.483 -1.415 1.542
9 H 1.088 -2.169 1.403
10 H -0.314 -1.786 1.939
11 O -0.672 1.305 -1.453
12 H -0.709 0.963 -2.343
13 H -0.421 2.185 -1.509
14 O -1.713 -1.244 -0.340
15 H -2.544 -0.967 -0.720
16 H -1.620 -2.159 -0.385
17 O -1.249 0.946 1.402
18 H -1.887 1.584 1.182
19 H -0.933 1.174 2.281

Total charge: +2
HOMO (spin up / spin down) in Eh: -0.7455 / -0.7294
LUMO level (spin up / spin down) in eV: -7.290 / -10.085
2S+1: 2



# 3
Formula: C2H3F2PS
Source: the Open Molecules 2025 dataset
Level of theory: ωB97M-V/def2-TZVPD

Positions of all 9 atoms, in Å:
1 C 0.658 0.761 -1.149
2 C 0.685 -0.204 -0.249
3 P -0.660 -0.376 0.940
4 F -0.771 -1.982 1.046
5 F -1.963 -0.230 0.000
6 S -0.741 0.577 2.609
7 H 1.464 0.911 -1.848
8 H -0.187 1.426 -1.232
9 H 1.514 -0.883 -0.117

SMILES: C=CP(F)(F)=S
HOMO in Eh: -0.3614
LUMO level in eV: 0.348
2S+1: 1



Molar mass: 1153.5, 171.6, 128.1 (g/mol)
Energy relative to the best compared isomer or geometry (same formula, charge and spin): 0.0000, 0.1331, 0.0000 (eV)
Strongest force on any atom: 0.0481, 0.0588, 0.0366 (hartree/bohr)